1.
Here is C32H59IN2O16P4S as an isolated structure from the Open Molecules 2025 dataset. Energies are from the ωB97M-V functional and the def2-TZVPD basis.

Positions of all 115 atoms, in Å:
C1 3.9196 2.3320 2.1359
C2 4.6714 2.9835 0.9072
C3 3.7143 3.9071 0.0298
C4 2.4496 3.0397 -0.4466
C5 1.8908 3.4223 -1.8745
C6 1.2406 4.8758 -1.9936
C7 0.9090 5.5883 -0.6352
C8 1.6908 6.8034 -0.3514
C9 1.5263 7.6366 0.8896
N1 2.2473 8.7678 1.2156
S1 1.5681 9.1844 2.6976
N2 0.4045 7.9997 2.9020
C10 0.4377 7.1189 1.8217
C11 -0.3904 5.8831 1.5796
I1 -1.8892 5.3339 3.0460
C12 -0.1684 5.0802 0.3707
C13 -0.9332 3.7501 0.0065
C14 -2.5059 3.8786 -0.0319
C15 -3.2369 4.7388 -1.0138
C16 -4.7163 4.8285 -1.0728
C17 -5.5754 4.0477 -0.1447
C18 -4.8826 3.1955 0.8515
C19 -3.3910 3.0971 0.9138
C20 -2.8220 2.1266 2.0275
H1 3.0836 1.6468 1.7953
H2 4.6856 1.7217 2.7018
H3 3.4830 3.1284 2.8136
H4 5.5042 3.6328 1.2980
H5 5.0794 2.1894 0.2042
H6 4.2079 4.3076 -0.9004
H7 3.2987 4.7447 0.6680
H8 2.7916 1.9559 -0.5196
H9 1.6926 3.0654 0.3833
H10 2.7275 3.2684 -2.6433
H11 1.0812 2.6725 -2.1413
H12 0.2861 4.8082 -2.5883
H13 1.9593 5.5305 -2.5709
H14 2.4861 7.1294 -1.0834
H15 -0.6429 2.9734 0.7818
H16 -0.6154 3.3096 -0.9831
H17 -2.6741 5.3445 -1.7731
H18 -5.2545 5.4585 -1.8333
H19 -6.6913 4.0511 -0.1569
H20 -5.5074 2.5850 1.5551
H21 -2.8528 1.0796 1.5941
H22 -3.5535 2.1044 2.8949
H23 -1.8012 2.4198 2.3840
C21 -1.8553 -2.0223 2.3331
O1 -1.0437 -1.2108 3.1832
P1 0.6473 -1.2595 2.9349
O2 0.4505 -1.3014 1.4254
O3 0.7007 -2.7819 3.5674
C22 0.0992 -3.0288 4.8401
O4 2.3396 -1.2557 2.7023
C23 2.9245 -2.3210 1.9696
H24 -2.8249 -2.1533 2.8189
H25 -2.0137 -1.5220 1.3782
H26 -1.4118 -3.0065 2.1726
H27 -0.8486 -3.5479 4.6906
H28 -0.0835 -2.1071 5.3931
H29 0.7573 -3.6721 5.4256
H30 2.5600 -2.3380 0.9418
H31 2.7397 -3.2826 2.4508
H32 4.0032 -2.1555 1.9518
C24 -7.1486 -5.8176 0.9141
O5 -6.0455 -5.5734 0.0506
P2 -5.3940 -3.9889 0.0148
O6 -5.5685 -3.8472 1.5210
O7 -6.7342 -3.4645 -0.7924
C25 -7.1619 -4.1603 -1.9649
O8 -4.7100 -2.4242 -0.0501
C26 -5.4714 -1.3301 0.4398
H33 -7.6417 -6.7291 0.5703
H34 -6.8009 -5.9743 1.9348
H35 -7.8688 -4.9977 0.8837
H36 -8.0323 -4.7696 -1.7189
H37 -6.3796 -4.8037 -2.3682
H38 -7.4522 -3.4328 -2.7237
H39 -5.6743 -1.4382 1.5061
H40 -6.4054 -1.2178 -0.1114
H41 -4.8810 -0.4238 0.2892
C27 -2.2103 -5.9032 2.5600
O9 -1.5754 -5.9686 1.2803
P3 -0.8809 -7.4781 0.8474
O10 -2.0193 -8.2845 1.4419
O11 0.3350 -7.2312 1.9300
C28 1.0233 -5.9795 1.9181
O12 -0.1026 -8.8606 0.2295
C29 0.2625 -9.8900 1.1364
H42 -2.2935 -4.8533 2.8454
H43 -3.2135 -6.3242 2.5009
H44 -1.6264 -6.4253 3.3205
H45 0.6752 -5.3727 2.7550
H46 0.8594 -5.4313 0.9900
H47 2.0917 -6.1614 2.0419
H48 -0.6168 -10.3242 1.6136
H49 0.9589 -9.5247 1.8920
H50 0.7663 -10.6701 0.5632
C30 6.0782 2.2220 -3.2108
O13 5.1373 2.6685 -4.1801
P4 4.8842 1.6853 -5.5631
O14 4.9485 0.4231 -4.7158
O15 6.3749 2.0953 -6.1384
C31 6.7378 3.4748 -6.2214
O16 4.5607 0.7456 -6.9503
C32 5.4867 -0.2685 -7.3113
H51 6.3676 3.0857 -2.6082
H52 5.6215 1.4791 -2.5569
H53 6.9720 1.8096 -3.6824
H54 7.4222 3.7120 -5.4060
H55 5.8697 4.1317 -6.1598
H56 7.2521 3.6507 -7.1668
H57 5.5542 -1.0329 -6.5366
H58 6.4733 0.1488 -7.5152
H59 5.1227 -0.7355 -8.2280

Cartesian forces (eV/Å) of the 2 atoms listed first:
0.35 -0.08 -0.38
-0.61 0.69 -0.46

Computed properties:
Gap between HOMO and LUMO (eV): 5.2
2S+1: 1
E_LUMO (eV): -3.194

---

2.
Here is a 2-piece molecular cluster, C10H10N2O overall from the Open Molecules 2025 dataset. Energies are from the ωB97M-V functional and the def2-TZVPD basis.

Positions of all 23 atoms, in Å:
C1 2.6533 -1.0457 1.0331
C2 2.5056 0.2886 0.6616
C3 -1.8233 1.6343 -0.4164
C4 -2.0964 1.4369 0.9655
C5 1.9491 -2.0396 0.3534
C6 1.9516 0.4663 -0.5690
C7 -2.0369 0.4746 -1.0450
C8 -2.4433 0.1323 1.1375
C9 1.4474 -1.8611 -0.9434
C10 -2.8140 -1.7310 -0.4155
N1 1.6239 -0.5656 -1.3392
N2 -2.4527 -0.4635 -0.0751
O1 -2.8828 -2.5896 0.4135
H1 3.2618 -1.1635 1.9333
H2 2.8655 1.0736 1.1563
H3 -1.5148 2.5119 -0.7880
H4 -1.9953 2.2435 1.7798
H5 2.0622 -2.9903 0.6729
H6 1.8744 1.3988 -0.9897
H7 -1.8232 0.2830 -2.1042
H8 -2.7930 -0.4986 1.9066
H9 -3.0859 -1.9355 -1.5647
H10 1.5294 -0.2651 -2.2953

Cartesian forces (eV/Å) of the 2 atoms listed first:
-0.53 0.25 0.93
-1.45 -3.13 -2.61

Computed properties:
Gap between HOMO and LUMO (eV): 8.5
2S+1: 1
Relative energy (zero: lowest compared OMol25 entry of this formula, charge and spin) (eV): 4.095
E_LUMO (eV): 0.556

---

3.
Here is a 2-piece molecular cluster, CHO4 overall from the Open Molecules 2025 dataset. Energies are from the ωB97M-V functional and the def2-TZVPD basis.

Positions of all 6 atoms, in Å:
O1 0.2193 -1.0810 -0.1556
O2 -1.0140 -1.6366 -0.2462
H1 -0.8704 -2.6121 -0.3870
C1 0.5568 1.7842 0.2641
O3 -0.5330 2.2117 0.3177
O4 1.6414 1.3338 0.2070

Cartesian forces (eV/Å) of the 2 atoms listed first:
10.63 5.57 0.89
-9.73 -4.62 -0.75

Computed properties:
Gap between HOMO and LUMO (spin up / spin down) (eV): 5.8 / 10.3
2S+1: 4
Relative energy (zero: lowest compared OMol25 entry of this formula, charge and spin) (eV): 0.775
⟨S²⟩: 3.762
E_LUMO (spin up / spin down) (eV): 0.503 / -2.716